The following is a DFT calculation (the ωB97M-V functional and the def2-TZVPD basis) of C48H53BF9N13PReS as an isolated structure in a non-equilibrium geometry.

The geometry in XYZ format:
```
127
Properties=species:S:1:pos:R:3:forces:R:3:lowdin_spin:R:1
Re -0.575980 -0.502825 0.439916 0.378 -0.685 1.086 2.03
C -2.678690 2.792330 1.405741 -0.001 0.011 0.071 0.00
C -2.203915 1.765294 2.360988 -0.108 0.065 0.239 0.01
C -2.475119 1.773536 3.735619 0.054 -0.103 -0.081 0.00
C -1.632221 0.838872 4.286742 -0.087 0.133 0.027 0.01
N -0.918091 0.262055 3.305106 -0.119 -0.010 -0.195 0.01
N -1.285251 0.815467 2.108617 -0.133 -0.407 -0.681 0.00
B 0.493288 -0.376089 3.488775 -0.059 0.094 0.668 0.00
N 1.446446 0.387836 2.524179 0.209 0.204 0.165 0.00
C 2.670408 0.893433 2.728148 0.042 -0.042 -0.126 0.03
C 3.105897 1.517036 1.576324 -0.118 -0.078 -0.099 0.00
C 2.086703 1.349250 0.645554 0.392 0.178 0.050 0.01
C 2.042072 1.902869 -0.732867 0.053 -0.114 0.121 0.00
N 1.093769 0.638745 1.228315 -0.889 -0.700 -0.528 0.01
N 0.525142 -1.825383 2.975620 0.329 -0.424 0.204 0.01
C 1.014415 -2.925408 3.567131 -0.009 0.117 -0.136 0.01
C 1.381406 -3.828096 2.591792 -0.061 0.091 -0.243 0.01
C 1.109159 -3.206370 1.375670 0.206 -0.334 0.213 0.00
C 1.514030 -3.729408 0.038924 -0.006 -0.034 0.057 0.00
N 0.575158 -1.991742 1.626311 -0.838 0.836 -0.499 0.00
N 0.817739 -0.284410 4.952337 0.498 0.111 -0.613 0.00
C 1.465047 0.662882 5.693638 -0.119 0.022 0.080 0.00
C 1.268203 0.365368 7.009399 -0.174 -0.260 0.156 0.00
C 0.449714 -0.799691 7.014903 0.187 0.560 -0.527 0.00
C -0.058670 -1.543220 8.189935 0.261 -0.152 0.368 0.00
N 0.174840 -1.161214 5.767899 -0.284 -0.489 0.290 0.00
H -3.757287 2.758341 1.260992 0.029 -0.021 -0.069 0.00
H -2.173803 2.683278 0.457299 -0.056 0.076 0.020 0.00
H -2.441104 3.772490 1.823155 0.053 -0.009 -0.011 0.00
H -3.145828 2.438885 4.254394 0.046 0.056 -0.019 0.00
H -1.489290 0.560363 5.319997 0.178 0.011 -0.030 0.00
H 3.187438 0.765921 3.664926 -0.102 0.014 0.048 0.00
H 4.040065 2.031078 1.422781 -0.018 0.028 0.017 0.00
H 2.170020 2.984951 -0.682691 -0.075 0.002 -0.031 0.00
H 1.099201 1.685237 -1.227704 0.230 0.147 0.110 0.00
H 2.872064 1.523495 -1.331015 -0.013 -0.024 0.023 0.00
H 1.076230 -2.983469 4.640077 0.058 0.120 0.037 0.00
H 1.828733 -4.799259 2.723774 0.039 0.028 0.031 0.00
H 0.763387 -4.393779 -0.394844 0.014 0.029 -0.013 0.00
H 2.415229 -4.326945 0.165292 0.014 -0.003 0.019 0.00
H 1.739520 -2.919803 -0.651407 0.108 -0.214 0.183 0.00
H 1.982052 1.496302 5.248926 0.014 -0.011 0.025 0.00
H 1.649812 0.883466 7.872932 0.028 0.065 -0.049 0.00
H -0.368240 -0.860078 8.980141 -0.170 0.008 -0.082 0.00
H 0.745603 -2.137614 8.632108 -0.058 -0.066 -0.084 0.00
H -0.874021 -2.213108 7.925183 -0.038 0.025 0.004 0.00
C 1.422793 -0.783394 -2.134931 -0.080 -0.094 0.144 0.01
N 0.930164 -2.054405 -2.616500 -0.234 0.194 0.174 -0.02
C 1.902603 -2.893343 -3.331183 0.241 -0.127 -0.290 0.00
C -0.185216 -2.548631 -2.068583 0.175 -0.095 -0.984 0.00
N -0.624143 -2.028059 -0.874736 -0.259 0.738 1.155 -0.02
N -0.810095 -3.591412 -2.600613 0.052 0.114 0.223 0.01
C -1.779922 -4.392578 -1.855031 -0.189 -0.066 0.110 0.00
C -0.729283 -3.908639 -4.032549 0.019 -0.191 -0.336 0.00
H 2.291793 -0.486944 -2.716043 -0.010 0.055 -0.001 0.00
H 1.729335 -0.854486 -1.072340 0.101 -0.035 -0.100 0.00
H 0.664910 -0.017720 -2.235900 -0.008 0.077 -0.146 0.00
H 2.894827 -2.688664 -2.928616 -0.047 0.043 0.089 0.00
H 1.927847 -2.666035 -4.396843 -0.079 -0.013 0.024 0.00
H 1.697082 -3.949846 -3.188747 -0.080 0.043 0.046 0.00
H -1.191256 -2.747854 -0.420452 0.108 0.025 0.068 0.01
H -1.479053 -4.547059 -0.816224 0.045 -0.013 -0.029 0.00
H -1.833036 -5.375681 -2.316566 0.040 -0.004 -0.005 0.00
H -2.778573 -3.951052 -1.885743 0.075 0.000 0.003 0.00
H -0.379587 -3.052644 -4.601960 0.021 0.055 0.067 0.00
H -1.729654 -4.156642 -4.384496 -0.032 0.065 0.095 0.00
H -0.090198 -4.770990 -4.224221 0.019 0.040 0.054 0.00
C -4.842220 -0.981528 5.762551 -0.206 0.169 0.058 0.00
C -3.835945 -1.780555 5.024559 0.109 -0.119 0.023 0.00
C -3.149182 -2.855822 5.553511 0.092 -0.052 -0.124 -0.02
C -2.235192 -3.554472 4.761194 -0.221 0.346 0.163 0.00
N -2.007629 -3.164038 3.485144 -0.109 -0.151 -0.218 -0.01
C -2.673850 -2.162185 3.000255 0.159 0.014 0.464 0.00
S -2.625896 -1.824929 1.276816 0.576 0.746 -1.021 -0.11
N -3.569923 -1.458764 3.735745 -0.101 -0.210 0.091 -0.01
C -1.543542 -4.767381 5.243378 0.042 -0.193 -0.016 0.00
H -5.031052 -1.407371 6.744254 0.018 -0.018 -0.007 0.00
H -5.789352 -0.943882 5.218490 0.022 -0.036 -0.012 0.00
H -4.504182 0.049360 5.898532 0.063 -0.026 -0.029 0.00
H -3.347192 -3.164468 6.570492 0.003 0.007 -0.003 0.00
H -4.080426 -0.691032 3.312815 0.074 0.038 -0.075 0.00
H -1.651367 -4.905586 6.315728 0.027 0.024 0.005 0.00
H -0.491197 -4.762542 4.962605 -0.037 0.046 0.018 0.00
H -1.991604 -5.631601 4.740887 0.005 0.000 0.026 0.00
F -5.477935 -2.698889 -5.861387 0.080 0.013 -0.008 0.00
C -4.180043 -2.493817 -6.079875 -0.009 -0.119 0.022 0.00
F -3.558767 -3.699608 -6.006812 -0.086 0.118 -0.061 0.00
F -4.010397 -2.013157 -7.301654 0.000 0.005 0.025 0.00
C -3.584452 -1.593369 -5.017677 -0.005 -0.021 -0.045 0.00
C -3.011572 -0.373810 -5.329254 -0.046 -0.020 -0.002 0.00
C -2.415198 0.381835 -4.326865 0.074 0.040 0.054 0.00
C -2.362595 -0.103341 -3.022209 0.334 -0.257 0.246 -0.01
C -3.002908 -1.307535 -2.713492 0.048 0.130 -0.015 0.00
C -3.616310 -2.047084 -3.704295 -0.039 0.066 0.012 0.00
P -1.802374 0.942228 -1.613230 -0.791 0.293 -0.392 -0.01
C -3.466386 1.650349 -1.284509 0.189 0.015 0.092 0.00
C -3.866080 2.829445 -1.905616 0.084 -0.002 -0.029 0.00
C -5.152404 3.312070 -1.704730 0.003 0.061 -0.083 0.00
C -6.042305 2.601798 -0.917541 -0.051 -0.062 0.123 0.00
C -5.670026 1.387748 -0.353566 0.016 0.011 -0.049 0.00
C -4.379733 0.923464 -0.529958 -0.033 0.080 -0.076 0.00
C -7.397488 3.179151 -0.562444 0.003 0.005 0.214 0.00
F -7.861847 3.989139 -1.500907 0.009 0.019 -0.043 0.00
F -8.291212 2.209818 -0.337374 0.066 0.081 -0.063 0.00
F -7.262919 3.882646 0.582981 -0.067 -0.059 -0.160 0.00
C -0.807924 2.300131 -2.319779 0.057 -0.164 0.029 0.00
C -0.808503 3.565505 -1.726282 -0.047 -0.045 0.115 0.00
C 0.012065 4.573427 -2.205285 0.033 0.021 -0.006 0.00
C 0.866267 4.320139 -3.266846 0.035 -0.108 -0.026 0.00
C 0.860295 3.078866 -3.890724 -0.006 0.047 0.056 0.00
C 0.031383 2.076732 -3.418930 -0.066 0.002 -0.050 0.00
C 1.891939 5.350619 -3.696356 0.063 -0.015 0.000 0.00
F 2.114730 5.291484 -5.006677 -0.007 0.035 0.078 0.00
F 3.048458 5.067373 -3.059884 -0.069 0.061 -0.064 0.00
F 1.523673 6.581819 -3.364689 0.004 -0.025 -0.023 0.00
H -3.040093 -0.000341 -6.344435 0.017 -0.024 -0.005 0.00
H -2.018280 1.354227 -4.577474 -0.017 -0.011 -0.038 0.00
H -3.053550 -1.637273 -1.683103 -0.075 -0.077 0.018 0.00
H -4.144152 -2.966401 -3.480182 0.019 -0.002 0.047 0.00
H -3.191150 3.382216 -2.544794 -0.065 0.019 0.017 0.00
H -5.454218 4.243150 -2.167362 -0.030 -0.016 0.006 0.00
H -6.394612 0.818553 0.214092 0.036 0.006 0.030 0.00
H -4.087371 -0.002892 -0.074510 0.037 -0.301 0.156 0.00
H -1.453547 3.793596 -0.890323 -0.007 0.015 -0.042 0.00
H -0.010460 5.554604 -1.749152 0.022 -0.006 0.010 0.00
H 1.500291 2.900276 -4.745084 0.004 0.006 -0.001 0.00
H 0.036442 1.129753 -3.939570 0.003 -0.062 0.034 0.00
```
Forces are in eV/Å.

As for the net charge: +4. The spin multiplicity is 3. As for the LUMO energy (alpha / beta): -14.110 / -13.117 eV. As for the expectation value of S²: 2.1448. Its total energy is -4312.9766 hartree. The value obtained for the HOMO-LUMO gap (alpha / beta) is 3.7 / 4.7 eV. The HOMO energy (alpha / beta) is -17.8 / -17.8 eV. The calculation puts the energy relative to the best compared isomer or geometry (same formula, charge and spin) at 0.590 eV.